62
Properties=species:S:1:pos:R:3 method="wB97M-V/def2-TZVPD" smiles="COc1ccc(NC(=O)CN2CCN(CC(=O)Nc3ccc(OC)c(OC)c3)CC2)cc1"
C -9.5831 -0.2090 0.0280
H -9.5326 -0.5380 1.0714
O -8.7486 0.8971 -0.2072
C -7.4060 0.7532 -0.0098
C -6.6264 1.8834 -0.2606
C -5.2597 1.8556 -0.0941
C -4.6333 0.6849 0.3302
C -5.4084 -0.4417 0.5795
C -6.7819 -0.4144 0.4136
H -7.3486 -1.3092 0.6176
H -4.9329 -1.3553 0.9087
N -3.2530 0.5916 0.5221
C -2.2827 1.5049 0.2799
O -2.4454 2.6335 -0.1290
C -0.8981 0.9559 0.6336
N -0.8500 -0.4891 0.5130
C -0.7861 -0.9020 -0.8857
C -0.8888 -2.4275 -0.9698
N 0.1116 -3.1273 -0.1891
C 1.3864 -3.3898 -0.8269
C 2.3259 -2.1868 -0.9876
O 2.2267 -1.4078 -1.9143
N 3.2391 -2.0832 0.0140
C 4.1883 -1.0765 0.2512
C 4.9884 -1.1789 1.3814
C 5.9224 -0.1985 1.6411
C 6.0929 0.9025 0.8059
C 5.2775 1.0076 -0.3377
C 4.3404 0.0153 -0.5943
H 3.7113 0.0744 -1.4643
O 5.4375 2.0907 -1.1603
C 4.6253 2.1985 -2.3052
H 3.5652 2.2663 -2.0438
H 4.7781 1.3589 -2.9898
H 4.9359 3.1224 -2.7913
O 7.0608 1.7664 1.2243
C 7.3984 2.9144 0.4791
H 8.2048 3.3867 1.0404
H 6.5583 3.6068 0.3972
H 7.7535 2.6579 -0.5211
H 6.5551 -0.2591 2.5119
H 4.8845 -2.0180 2.0536
H 3.2342 -2.8093 0.7170
H 1.8844 -4.1786 -0.2519
H 1.1736 -3.7743 -1.8275
C 0.1476 -2.6102 1.1619
C 0.2549 -1.0814 1.2488
H 0.1804 -0.7774 2.2966
H 1.2272 -0.7363 0.8610
H 0.9687 -3.0770 1.7097
H -0.7935 -2.9087 1.6382
H -0.8160 -2.7430 -2.0107
H -1.8656 -2.7361 -0.5789
H -1.6245 -0.4519 -1.4219
H 0.1457 -0.5621 -1.3604
H -0.1505 1.4677 0.0080
H -0.7045 1.2319 1.6755
H -2.8978 -0.3102 0.8266
H -4.6663 2.7324 -0.2916
H -7.1221 2.7829 -0.5887
H -9.3351 -1.0487 -0.6299
H -10.5938 0.1319 -0.1916

---

118
Properties=species:S:1:pos:R:3 method="wB97M-V/def2-TZVPD" spin_multiplicity=2 total_charge=-1
Hf 0.3744 1.2643 0.7094
F 6.3659 -0.5546 -3.3594
C 5.2190 0.0475 -3.0148
C 4.3280 -0.5693 -2.1579
F 4.6003 -1.7827 -1.6575
C 3.1541 0.0736 -1.8228
F 2.3118 -0.5930 -1.0147
C 2.7980 1.3353 -2.2769
S 1.3089 2.1610 -1.8111
C 3.7208 1.9184 -3.1411
F 3.4984 3.1333 -3.6554
C 4.9054 1.2998 -3.5079
F 5.7565 1.9148 -4.3390
O 1.1031 0.2974 2.3980
N -0.2255 2.4504 3.0344
C 0.3969 3.0398 4.0480
C -0.2364 3.3199 5.2450
C -1.5715 2.9445 5.3786
C -2.2134 2.3135 4.3345
C -1.5008 2.0762 3.1526
S -2.1509 1.2895 1.7336
H 1.4384 3.2901 3.8841
H 0.2989 3.8130 6.0448
H -2.1079 3.1487 6.2980
H -3.2464 2.0019 4.4080
C 3.0182 -4.3563 -0.0989
C 1.7098 -4.2600 0.6596
C 0.7561 -5.3798 0.2954
O 1.0517 -3.0255 0.3107
P 0.9659 -1.7629 1.2930
O 0.0209 -0.8700 0.4801
C 2.6598 -1.3120 1.7003
P 2.7192 0.5159 2.0733
O 2.3733 1.6408 1.0069
O 3.0392 1.1434 3.5362
C 3.5490 0.3498 4.6080
C 4.2799 1.2961 5.5376
C 2.4114 -0.3788 5.3065
O 4.3476 0.4116 1.6569
C 5.1992 1.5657 1.7207
C 5.3572 2.2008 0.3545
C 6.5255 1.0946 2.2879
O 0.4096 -2.3610 2.6458
C -0.9163 -2.9453 2.7787
C -0.7509 -4.1790 3.6403
C -1.8365 -1.9202 3.3935
H 3.4615 -5.3429 0.0505
H 3.7353 -3.6055 0.2251
H 2.8410 -4.2104 -1.1653
H 1.8992 -4.2711 1.7386
H 0.5282 -5.3338 -0.7708
H -0.1803 -5.2965 0.8455
H 1.2025 -6.3516 0.5138
H 3.3812 -1.6369 0.9579
H 2.8474 -1.8204 2.6525
H 4.2683 -0.3735 4.2003
H 3.5821 2.0391 5.9292
H 5.0800 1.8179 5.0124
H 4.7123 0.7526 6.3805
H 1.7918 0.3315 5.8585
H 2.8122 -1.1147 6.0090
H 1.7601 -0.8845 4.5936
H 4.7623 2.3011 2.4025
H 5.7935 1.4847 -0.3465
H 6.0227 3.0657 0.4156
H 4.3936 2.5275 -0.0281
H 6.9858 0.3709 1.6110
H 6.3835 0.6101 3.2555
H 7.2165 1.9309 2.4168
H -1.2679 -3.2267 1.7807
H -0.3413 -3.8956 4.6116
H -0.0810 -4.9081 3.1851
H -1.7203 -4.6535 3.8007
H -1.4572 -1.6196 4.3729
H -2.8330 -2.3507 3.5187
H -1.9180 -1.0298 2.7727
Te -0.7018 3.7899 0.1046
C -4.1372 -2.2441 -3.0493
C -3.5914 -1.1633 -3.9924
C -2.2372 -1.6926 -4.4946
C -4.5384 -1.0695 -5.2022
Si -3.4471 0.5372 -3.0954
Br -1.6640 0.3529 -1.8284
C -4.9118 0.8930 -1.9168
C -6.2659 0.7269 -2.6280
C -4.8136 2.3301 -1.3797
C -4.9155 -0.0232 -0.6823
C -3.0519 1.9858 -4.2841
C -2.0383 1.5720 -5.3620
C -4.3201 2.5028 -4.9855
C -2.3980 3.1617 -3.5374
H -4.1123 -3.2071 -3.5726
H -5.1700 -2.0653 -2.7496
H -3.5304 -2.3421 -2.1466
H -2.4077 -2.6671 -4.9676
H -1.5290 -1.8375 -3.6788
H -1.7622 -1.0508 -5.2328
H -4.6557 -2.0686 -5.6394
H -4.1507 -0.4185 -5.9855
H -5.5353 -0.7126 -4.9380
H -6.3656 1.3480 -3.5199
H -7.0634 1.0215 -1.9358
H -6.4582 -0.3073 -2.9186
H -4.9492 3.0832 -2.1567
H -3.8615 2.5220 -0.8778
H -5.6076 2.4770 -0.6388
H -5.0358 -1.0784 -0.9210
H -5.7601 0.2695 -0.0481
H -4.0118 0.0883 -0.0852
H -2.4310 0.8441 -6.0726
H -1.1203 1.1756 -4.9233
H -1.7621 2.4662 -5.9316
H -4.8633 1.7283 -5.5307
H -4.0294 3.2704 -5.7122
H -5.0159 2.9696 -4.2872
H -1.4133 2.9015 -3.1475
H -2.9763 3.5388 -2.6965
H -2.2671 3.9845 -4.2501

---

61
Properties=species:S:1:pos:R:3 method="wB97M-V/def2-TZVPD" spin_multiplicity=2 total_charge=+1
Ir -0.6244 -0.0895 0.2623
C 0.3869 -1.6955 2.8221
C -0.1828 -2.9057 2.1126
S -0.7246 -2.5006 0.4220
C -2.5282 -2.8151 0.4622
C -3.3259 -1.6858 -0.1728
S -2.8982 -0.0021 0.3277
C -3.2653 0.0424 2.0989
C -2.2846 -0.6836 3.0064
S -0.5789 -0.1950 2.6067
H 0.5505 -1.8977 3.8810
H 1.3332 -1.3973 2.3651
H 0.5954 -3.6638 2.0251
H -1.0186 -3.3703 2.6339
H -2.7141 -3.7315 -0.0980
H -2.8297 -3.0049 1.4887
H -3.1671 -1.6636 -1.2522
H -4.3941 -1.8411 -0.0108
H -3.2743 1.1105 2.3251
H -4.2814 -0.3259 2.2487
H -2.4747 -0.3873 4.0383
H -2.3844 -1.7625 2.9551
N -0.4054 2.2128 -2.0690
C -0.3501 2.7568 -0.7707
C -0.1810 4.1062 -0.7463
C -0.2885 4.7869 0.5126
C -0.3893 4.0800 1.6361
C -0.2541 2.5756 1.6277
N -0.5537 1.9534 0.3018
C -0.4300 0.9740 -2.5789
C -0.3049 0.8789 -3.9932
C -0.3719 -0.3226 -4.6162
C -0.5654 -1.4725 -3.8338
C -0.6590 -1.3200 -2.4884
N -0.6081 -0.1238 -1.8216
H -0.3071 2.9333 -2.7654
H -0.0672 4.6527 -1.6712
H -0.3079 5.8689 0.5365
H -0.4781 4.5478 2.6075
H -0.9965 2.1910 2.3373
H -0.1553 1.7918 -4.5539
H -0.2740 -0.3891 -5.6913
H -0.6155 -2.4599 -4.2670
H -0.7770 -2.1981 -1.8795
C 3.4126 0.8380 -1.3941
Si 2.7457 -0.6078 -0.4252
C 2.5615 -2.0445 -1.6165
C 3.9705 -1.1079 0.8926
O 1.3593 -0.2124 0.3455
H 4.3676 0.5815 -1.8598
H 3.5743 1.7116 -0.7585
H 2.7237 1.1316 -2.1918
H 3.5477 -2.3582 -1.9677
H 1.9787 -1.7640 -2.4963
H 2.0853 -2.9191 -1.1621
H 4.9390 -1.3428 0.4450
H 3.6442 -1.9950 1.4441
H 4.1237 -0.3022 1.6148
C 1.1208 2.2772 2.1276
H 1.3152 2.1073 3.1778
H 1.9556 2.4486 1.4635

---

59
Properties=species:S:1:pos:R:3 method="wB97M-V/def2-TZVPD" spin_multiplicity=2 total_charge=+1
K 0.7554 -0.0067 1.7601
C -2.9779 -1.0206 -0.7905
C -2.6589 0.3886 -0.2009
O -1.7280 0.5334 0.6061
O -3.3764 1.3583 -0.4776
H -4.0056 -1.0852 -1.1480
H -2.8471 -1.7726 -0.0123
H -2.2814 -1.3480 -1.5623
C 4.1905 -0.9664 1.0109
O 3.5995 -0.2686 2.0888
H 4.4986 -0.2118 0.2873
H 5.1048 -1.4675 1.3288
H 3.5885 -1.7780 0.6021
H 4.3267 0.0799 2.6097
O 2.0226 0.9420 -2.1518
S 1.7340 2.1697 -1.3917
O 1.8421 2.0895 0.0544
O 2.6944 3.4123 -1.9438
C 2.8560 3.6091 -3.3062
C 2.7928 5.1562 -3.6201
C 0.0628 2.8140 -1.9154
H 2.1692 3.0661 -3.9555
H 3.8186 3.1894 -3.5982
H 3.2987 5.7005 -2.8227
H 1.7284 5.3474 -3.4835
H 3.2194 5.4238 -4.5868
H -0.0374 3.7264 -1.3276
H -0.7548 2.1055 -1.7823
H 0.1895 3.0662 -2.9682
O -1.0455 -0.8860 3.9874
S -2.2158 -0.0687 4.4330
O -2.9295 0.8271 3.5248
O -3.3999 -1.1397 5.0124
C -4.5405 -0.4983 5.5227
C -5.5320 -1.5299 5.9927
C -1.7227 0.8144 5.9575
H -5.0572 0.0582 4.7407
H -4.3203 0.1654 6.3589
H -6.4589 -1.0346 6.2819
H -5.1589 -2.1347 6.8192
H -5.6974 -2.1956 5.1455
H -0.9227 1.4278 5.5429
H -1.3019 0.0698 6.6332
H -2.4749 1.5043 6.3400
O 0.4038 -1.1940 -0.8597
S 0.5712 -2.3817 -1.7479
O -0.4192 -3.5050 -1.8439
O 0.7484 -1.7927 -3.2778
C 0.6346 -2.7388 -4.3254
C 1.4639 -2.2245 -5.5061
C 2.2129 -3.0467 -1.5811
H -0.4376 -2.9052 -4.4300
H 1.0352 -3.7108 -4.0375
H 1.2032 -1.2735 -5.9705
H 1.3731 -3.0152 -6.2509
H 2.5104 -2.2077 -5.2017
H 2.8670 -2.1749 -1.5997
H 2.4688 -3.8293 -2.2954
H 2.3171 -3.6329 -0.6681

---

Energy above the lowest of the compared OMol25 structures with the same formula, charge and spin values, unit eV, following the record order: 1.802 0.000 0.418 0.000.
Molar mass values, unit g mol⁻¹, following the record order: 442.52 1255.04 647.00 502.67.